C36H62BrGeIN4OSSeSiW as an isolated structure. Source: OMol25; level of theory: ωB97M-V with the def2-TZVPD basis set.

**Kohn-Sham gap (alpha / beta)**: 5.73 / 5.73 eV
**Energy above the lowest of the compared OMol25 structures with the same formula, charge and spin**: 361.50 kJ/mol
**Net charge**: +4
**Electronic energy**: -9806.80303 Eh

Each line ends with the Löwdin charge.
CARTESIAN COORDINATES (ANGSTROEM)
W  -1.566  0.329  -0.957  1.185
C  -3.008  2.411  2.608  0.008
C  -3.209  3.718  2.168  0.025
C  -2.912  4.031  0.855  0.045
C  -2.427  3.042  0.011  -0.219
N  -2.250  1.769  0.437  -0.155
C  -2.536  1.472  1.721  -0.132
C  -1.979  3.263  -1.357  -0.178
C  -2.033  4.466  -2.039  0.056
C  -1.435  4.571  -3.285  0.030
C  -0.712  3.494  -3.768  0.058
C  -0.686  2.313  -3.044  -0.180
N  -1.391  2.159  -1.894  -0.030
C  0.144  1.154  -3.331  -0.206
C  1.121  1.098  -4.317  0.051
C  1.923  -0.023  -4.410  0.028
C  1.739  -1.058  -3.497  0.010
C  0.743  -0.948  -2.557  -0.181
N  -0.058  0.133  -2.466  -0.162
H  -3.194  2.136  3.637  0.136
H  -3.574  4.476  2.849  0.144
H  -3.034  5.042  0.491  0.136
H  -2.331  0.457  2.026  0.100
H  -2.522  5.323  -1.599  0.136
H  -1.483  5.495  -3.846  0.144
H  -0.161  3.581  -4.694  0.137
H  1.260  1.935  -4.985  0.134
H  2.692  -0.088  -5.169  0.142
H  2.370  -1.936  -3.513  0.139
H  0.585  -1.726  -1.821  0.047
N  -2.516  -2.804  2.048  0.250
C  -2.000  -2.495  0.875  -0.622
O  -2.122  -1.329  0.410  -0.283
C  -1.264  -3.577  0.149  -0.499
I  0.802  -3.357  0.726  0.985
H  -2.980  -2.119  2.625  0.143
H  -2.430  -3.734  2.432  0.150
H  -1.334  -3.458  -0.926  0.014
H  -1.580  -4.575  0.439  0.075
C  -3.445  -4.980  -2.718  -0.203
Ge  -2.959  -4.149  -4.439  0.834
C  -1.964  -5.283  -5.678  -0.189
C  -4.491  -3.187  -5.192  -0.210
C  -1.593  -2.705  -3.803  -0.488
Se  -2.574  -1.427  -2.707  0.879
C  -2.942  -0.166  -4.139  -0.299
H  -4.438  -5.423  -2.791  0.039
H  -3.470  -4.228  -1.926  -0.021
H  -2.747  -5.772  -2.448  0.034
H  -2.630  -6.066  -6.041  0.042
H  -1.115  -5.755  -5.188  0.032
H  -1.617  -4.709  -6.535  0.034
H  -5.225  -3.919  -5.528  0.043
H  -4.211  -2.590  -6.060  0.032
H  -4.970  -2.558  -4.440  0.016
H  -1.110  -2.162  -4.615  0.034
H  -0.823  -3.192  -3.203  0.016
H  -3.558  -0.672  -4.878  0.036
H  -2.006  0.143  -4.599  0.040
H  -3.481  0.686  -3.737  0.015
C  2.875  3.389  2.472  -0.083
C  3.239  2.502  3.675  -0.614
C  2.049  2.498  4.648  -0.091
C  4.476  3.068  4.400  -0.054
Si  3.700  0.723  3.131  1.180
Br  0.530  0.486  0.513  0.256
C  3.069  -0.786  4.132  -0.607
C  3.439  -2.130  3.484  -0.096
C  3.753  -0.698  5.512  -0.054
C  1.539  -0.746  4.304  -0.089
C  5.044  0.463  1.786  -0.614
C  5.353  1.766  1.040  -0.086
C  6.302  -0.007  2.540  -0.055
C  4.605  -0.596  0.760  -0.083
H  2.476  4.331  2.854  0.101
H  2.112  2.930  1.838  0.044
H  3.741  3.634  1.861  0.068
H  1.896  3.520  5.001  0.103
H  2.231  1.884  5.530  0.073
H  1.130  2.168  4.158  0.076
H  4.263  4.098  4.696  0.112
H  5.365  3.090  3.768  0.077
H  4.710  2.507  5.308  0.094
H  4.516  -2.271  3.398  0.080
H  2.985  -2.254  2.498  0.009
H  3.065  -2.932  4.126  0.104
H  4.841  -0.768  5.434  0.095
H  3.414  -1.537  6.122  0.111
H  3.503  0.220  6.047  0.077
H  1.025  -0.702  3.339  0.033
H  1.216  0.094  4.917  0.062
H  1.232  -1.661  4.817  0.100
H  5.666  2.568  1.708  0.075
H  4.505  2.101  0.441  0.082
H  6.189  1.580  0.361  0.105
H  6.660  0.745  3.248  0.095
H  7.101  -0.173  1.813  0.112
H  6.151  -0.946  3.074  0.074
H  3.627  -0.366  0.325  0.049
H  4.577  -1.598  1.183  0.066
H  5.339  -0.607  -0.049  0.102
C  -5.257  1.787  -0.517  -0.282
S  -4.350  0.344  -1.121  0.772
C  -5.095  -0.924  -0.066  -0.297
H  -5.078  1.947  0.546  0.049
H  -6.312  1.588  -0.694  0.076
H  -4.951  2.652  -1.100  0.055
H  -6.147  -0.983  -0.338  0.074
H  -4.991  -0.647  0.981  0.057
H  -4.613  -1.875  -0.271  0.031